Formula: C25H32BF4N2O2PPtSi
Source: the OMol25 dataset
Level of theory: ωB97M-V/def2-TZVPD

Values from the calculation:
- Kohn-Sham gap (eV) = 7.1968
- net charge = 0
- relative energy (zero: lowest compared OMol25 entry of this formula, charge and spin) (eV) = 1.488
- E (eV) = -65484.239
- lowest unoccupied orbital energy (eV) = -1.08
- E_HOMO (eV) = -8.27

Structure (XYZ):
```
69
Properties=species:S:1:pos:R:3:nbo_charge:R:1
C 3.25539 -0.13433 3.08914 -0.191
C -3.90209 -3.56062 -2.78777 -1.104
H -6.01341 -1.64337 -1.19118 0.233
C -1.81678 0.17834 3.20304 -0.193
H -4.79106 -4.17437 -2.62707 0.232
H -0.53428 4.12090 -2.62315 0.228
C -0.98727 -0.53332 2.34072 -0.056
F 1.68219 -1.84623 -1.50689 -0.578
P 2.83873 0.90859 -0.80200 1.031
H -2.42876 -2.25852 5.46719 0.213
C -2.10460 -1.39427 -1.73634 -0.526
C 4.17093 -0.15607 -1.39319 -0.958
C 3.23781 1.08318 3.75650 -0.190
H -2.05365 1.21013 2.98188 0.226
H 0.00942 3.36689 -5.08006 0.241
C -1.59857 3.57544 -0.24397 -0.649
Pt 0.66302 0.09031 -1.37815 1.380
O 0.79173 1.15385 -3.11787 -0.648
C 3.11795 2.26595 3.04265 -0.216
H 3.33174 -1.06093 3.64215 0.225
H 3.13388 -1.13315 1.20492 0.248
H 4.09207 -1.14661 -0.94942 0.303
H 4.20014 2.87800 -1.06356 0.248
H -2.96984 0.10650 5.00393 0.214
H -0.01788 -2.39504 1.92065 0.265
C -1.07032 -0.77768 -1.89227 -0.312
C 3.23628 2.55160 -1.45450 -0.960
N -0.38709 1.55090 -0.52429 -0.231
C -0.70944 2.69054 -1.06170 0.336
C 0.45320 2.38157 -3.22955 0.512
H -4.02252 -3.02815 -3.73279 0.240
C 3.15906 -0.17348 1.70835 -0.199
C -0.44458 0.08237 1.11347 0.551
C -3.36015 -3.21419 0.24255 -1.108
H 4.09998 -0.26663 -2.47568 0.256
H -1.13272 3.80012 0.71484 0.244
O 0.53101 -0.54030 0.50744 -0.637
H 5.12152 0.30779 -1.12642 0.239
H 2.46354 3.27284 -1.19121 0.254
B 2.04025 -3.15920 -0.83550 1.373
H -0.95167 -3.51528 3.93586 0.218
C -2.01853 -1.77364 4.59048 -0.198
H 1.45641 2.34321 -5.11753 0.238
H 3.29240 2.48654 -2.54117 0.255
H -3.04127 -4.22459 -2.88172 0.248
F 1.55637 -4.15202 -1.63672 -0.535
N -0.90840 1.19451 0.69902 -0.388
C -1.18976 -2.47966 3.73177 -0.204
C -0.66448 -1.86136 2.60608 -0.191
C -5.05147 -1.13367 -1.28201 -1.102
H -4.93196 -0.48197 -0.41425 0.238
C 3.02400 2.23418 1.65887 -0.217
C 3.05814 1.01662 0.98521 -0.298
F 3.43179 -3.13255 -0.76655 -0.559
H -2.42155 -3.77135 0.21784 0.252
H 3.31296 1.10976 4.83574 0.219
H -1.80365 4.49598 -0.78392 0.220
C -0.26291 3.12088 -2.31946 -0.501
C -2.32798 -0.44357 4.32820 -0.220
H -3.29127 -2.48487 1.05296 0.241
C 0.88158 3.04137 -4.51417 -0.680
H -2.53122 3.05541 -0.02767 0.256
H 3.09567 3.21540 3.56118 0.217
Si -3.63887 -2.35439 -1.38896 1.597
H 2.92202 3.16512 1.11534 0.209
F 1.48459 -3.15263 0.42712 -0.553
H -4.16796 -3.91073 0.47828 0.234
H 1.48652 3.92016 -4.29028 0.230
H -5.08435 -0.50619 -2.17435 0.239
```